The following is a DFT calculation (ωB97M-V/def2-TZVPD) of C3H6N4 as an isolated structure.

Last column: Löwdin charge in e.
Atoms and positions in Å:
C  -2.19  -0.77  0.33  0.004
C  1.37  -0.95  -0.13  -0.281
C  0.31  1.22  0.07  -0.191
H  -2.35  0.15  0.85  0.045
H  -3.09  -1.44  0.22  0.075
H  1.27  -2.15  -0.32  0.162
H  3.51  -0.28  0.12  0.210
H  1.38  1.70  0.40  0.157
H  -1.37  1.21  -0.60  0.014
N  -1.02  -0.94  -0.33  -0.042
N  0.08  -0.28  -0.04  -0.189
N  2.22  -0.14  0.21  -0.029
N  -0.75  1.91  -0.17  0.063

- E_HOMO: -8.55 eV
- LUMO: 0.44 eV
- Charge: 0
- ΔE to the lowest compared entry with this formula, charge and spin: 6.019 eV
- E: -9162.8367 eV